[1]
{
  "formula": "C24H41AgN5P3Se2Te2",
  "method": "ωB97M-V with the def2-TZVPD basis set",
  "e_above_lowest_kj_mol": 189.8,
  "e_tot_ev": -210148.5667,
  "homo_lumo_gap_ha": 0.1823,
  "lumo_energy_ha": -0.021,
  "species": ["Ag", "C", "P", "C", "N", "C", "C", "C", "C", "C", "C", "N", "C", "P", "C", "C", "C", "C", "C", "C", "C", "C", "C", "H", "H", "H", "H", "H", "H", "H", "H", "H", "H", "H", "H", "H", "H", "H", "H", "H", "H", "H", "H", "H", "H", "H", "H", "H", "H", "H", "H", "Se", "Te", "Te", "Se", "C", "N", "C", "N", "C", "N", "C", "P", "C", "C", "H", "H", "H", "H", "H", "H", "H", "H", "H", "H", "H", "H", "H"],
  "xyz": [[3.5414, -1.2639, 0.5713], [4.1425, 1.9846, 0.9763], [2.7436, 1.0732, 0.2258], [1.3238, 2.2542, 0.7120], [1.7548, 3.4493, 1.0761], [0.8985, 4.3851, 1.5489], [1.3833, 5.6686, 1.9125], [0.5197, 6.5925, 2.4145], [-0.8595, 6.2803, 2.5833], [-1.3429, 5.0582, 2.2374], [-0.4594, 4.0868, 1.6982], [-0.9232, 2.8820, 1.3148], [-0.1053, 1.9769, 0.8161], [-0.9944, 0.3784, 0.3642], [-1.6832, 0.1632, 2.0681], [-2.4859, 1.0800, -0.6280], [-2.8424, 0.0019, -1.6575], [-2.1063, 2.3459, -1.4161], [-3.7078, 1.3755, 0.2423], [2.9524, 1.4092, -1.6200], [3.0306, 2.9012, -1.9295], [4.2411, 0.6920, -2.0689], [1.7554, 0.7562, -2.3330], [4.0980, 3.0442, 0.7618], [5.0696, 1.5396, 0.6119], [4.1008, 1.8385, 2.0568], [2.4390, 5.8758, 1.7813], [0.8762, 7.5750, 2.6973], [-1.5277, 7.0361, 2.9810], [-2.3942, 4.8025, 2.3462], [-2.4636, -0.5967, 2.0968], [-2.0514, 1.1090, 2.4534], [-0.8533, -0.1842, 2.6886], [-2.0047, -0.1746, -2.3404], [-3.7018, 0.3240, -2.2546], [-3.1073, -0.9437, -1.1711], [-1.1537, 2.2245, -1.9485], [-2.0277, 3.2160, -0.7709], [-2.8838, 2.5482, -2.1657], [-4.0866, 0.4769, 0.7422], [-4.5147, 1.7771, -0.3897], [-3.4691, 2.1247, 1.0013], [3.9208, 3.3532, -1.4816], [2.1510, 3.4414, -1.5638], [3.0886, 3.0450, -3.0158], [5.1375, 1.1608, -1.6561], [4.3071, 0.7120, -3.1642], [4.2418, -0.3404, -1.7625], [0.8049, 1.1560, -1.9650], [1.7627, -0.3242, -2.1547], [1.8139, 0.9418, -3.4130], [6.2566, -0.7527, 1.3046], [6.5620, -3.1670, 0.7798], [4.0194, -3.9787, 1.1164], [3.1320, -3.4868, -1.2265], [-2.8475, -4.2986, -1.2385], [-1.3454, -4.2604, -1.4512], [-0.7240, -5.5293, -0.8317], [-1.1014, -5.6550, 0.5371], [-2.5520, -5.6641, 0.6890], [-3.1655, -4.4435, 0.1472], [-2.8103, -3.2487, 0.9558], [-0.9694, -2.8573, 0.9834], [-0.7486, -3.0067, -0.8499], [-0.4623, -4.6184, 1.3864], [-3.2363, -5.1474, -1.7967], [-3.2680, -3.3789, -1.6343], [-1.1366, -4.2673, -2.4482], [0.3565, -5.4323, -0.9338], [-1.0920, -6.3755, -1.4120], [-2.7971, -5.7355, 1.7492], [-2.9686, -6.5317, 0.1725], [-3.1426, -3.4184, 1.9801], [-3.3602, -2.3872, 0.5712], [0.3272, -3.0055, -1.0308], [-1.1846, -2.1388, -1.3368], [-0.7088, -4.8104, 2.4308], [0.6186, -4.6935, 1.2772]],
  "atomic_forces_ev_per_a": [[0.0747, 0.2333, -0.0369], [-0.1892, -0.0177, 0.0028], [-0.1437, 0.3146, -0.1216], [-0.1732, 0.3585, 0.2464], [-0.0713, -0.4188, -0.1705], [0.2534, -0.0427, -0.0473], [0.1080, -0.0978, -0.0396], [-0.2244, 0.0160, 0.0720], [0.1658, 0.2497, 0.0159], [-0.1797, -0.1968, -0.0893], [-0.0774, 0.1593, 0.0310], [0.1536, -0.5089, -0.1432], [0.2384, 0.1861, 0.1109], [0.0445, 0.7584, -0.0454], [0.2022, -0.1162, -0.1471], [0.1553, 0.1208, 0.0380], [0.0121, -0.0390, 0.0153], [0.0527, -0.1557, -0.1143], [-0.0593, 0.1235, -0.0467], [-0.1197, -0.2364, 0.0769], [-0.0465, 0.0478, -0.0546], [-0.1250, 0.6209, -0.0964], [0.1315, 0.0556, 0.1424], [0.0330, 0.1281, -0.0435], [-0.1038, -0.0180, 0.0029], [0.0406, -0.0163, -0.0363], [-0.0627, -0.0254, 0.0083], [-0.0041, -0.0257, -0.0161], [0.0596, -0.0603, -0.0021], [0.1738, 0.0177, -0.0160], [-0.0253, 0.0167, 0.0043], [-0.1041, -0.0004, 0.0216], [-0.0637, -0.0172, 0.0040], [-0.0502, -0.0373, 0.0430], [0.0187, -0.0374, 0.0446], [-0.0128, 0.0291, -0.0416], [-0.1582, 0.0235, 0.0564], [-0.0009, 0.0092, 0.0112], [0.1171, -0.0510, 0.1035], [0.0235, 0.1098, -0.0629], [0.1336, -0.1133, 0.1194], [-0.0520, -0.0981, -0.0859], [-0.1266, -0.0288, -0.0636], [0.1091, -0.0404, -0.0920], [0.0289, -0.0202, 0.1198], [-0.0681, -0.0248, -0.0479], [-0.0178, 0.0847, 0.1309], [0.0219, -0.5201, 0.0618], [0.0277, 0.0153, -0.0748], [-0.0297, 0.0466, -0.0551], [0.0086, -0.0323, 0.1433], [-0.4304, 0.0232, -0.1504], [0.1676, -0.1907, 0.1059], [-0.1434, -0.4378, -0.0292], [-0.4094, 0.1726, 0.1831], [-0.0668, -0.0550, 0.4258], [0.2048, 0.1196, 0.1758], [-0.0372, 0.0871, 0.3560], [0.1341, 0.1864, 0.1752], [0.1434, 0.3458, -0.1155], [0.0073, 0.1267, 0.2055], [0.2411, -0.1987, -0.2780], [-0.2406, -0.8239, 0.0780], [0.1668, -0.0488, 0.1787], [-0.1815, 0.0299, -0.3983], [0.0530, -0.1170, -0.0898], [0.0469, 0.1430, -0.0797], [0.0243, 0.0259, -0.0649], [0.0748, 0.0783, -0.0640], [-0.0739, 0.0467, -0.0686], [0.0046, -0.0203, -0.0697], [0.0313, 0.0310, -0.0467], [-0.0735, -0.0088, 0.0141], [-0.0494, -0.0114, 0.0050], [0.2596, -0.1109, -0.1915], [-0.0779, -0.0214, -0.1148], [0.0104, -0.0786, 0.0113], [0.1153, -0.0207, 0.0108]]
}

[2]
{
  "formula": "C24H41Cl3N6O10SZn",
  "method": "ωB97M-V with the def2-TZVPD basis set",
  "e_tot_ev": -151769.3213,
  "homo_lumo_gap_ha": 0.1732,
  "charge": 2,
  "lumo_energy_ha": -0.278,
  "species": ["C", "N", "C", "C", "C", "C", "C", "C", "C", "C", "N", "C", "C", "C", "H", "H", "H", "H", "H", "H", "H", "H", "H", "H", "H", "H", "H", "H", "C", "C", "O", "N", "H", "H", "C", "H", "H", "H", "H", "H", "H", "Zn", "C", "C", "O", "O", "H", "H", "H", "S", "O", "O", "O", "O", "O", "C", "N", "C", "H", "H", "H", "H", "H", "O", "C", "N", "C", "H", "H", "H", "H", "H", "O", "C", "N", "C", "H", "H", "H", "H", "H", "C", "Cl", "Cl", "Cl", "H"],
  "xyz": [[0.0085, 0.8387, 7.3792], [-0.3379, 1.6348, 6.1649], [-1.4016, 2.4969, 6.0670], [-1.5710, 3.2344, 4.9171], [-0.6863, 3.1512, 3.8629], [0.3651, 2.2680, 3.9909], [0.4979, 1.4388, 5.1203], [-0.8788, 3.8617, 2.6158], [-0.8688, 3.1182, 1.3663], [-1.1308, 3.8102, 0.2121], [-1.2025, 5.1662, 0.2174], [-1.1121, 5.8808, 1.4012], [-1.0456, 5.2510, 2.5833], [-1.3737, 5.9266, -1.0747], [-0.1000, -0.2169, 7.1301], [-0.6550, 1.0764, 8.2106], [1.0077, 1.1144, 7.7165], [-1.9137, 2.7826, 6.9739], [-2.3850, 3.9351, 4.8046], [1.0932, 2.2385, 3.1937], [1.2840, 0.7040, 5.2125], [-0.9305, 2.0401, 1.3863], [-1.2676, 3.3098, -0.7352], [-1.1607, 6.9515, 1.2679], [-0.9748, 5.7317, 3.5478], [-0.9180, 5.2491, -1.7969], [-0.8585, 6.8765, -0.9319], [-2.4201, 5.9995, -1.3712], [-0.6649, -5.3698, -0.4386], [-0.4657, -5.8327, -1.8453], [-1.2927, -6.5308, -2.4661], [0.8025, -5.3368, -2.6594], [1.1070, -4.4516, -2.2802], [1.5989, -5.9324, -2.4832], [0.6482, -5.3488, -4.2073], [0.2372, -5.0541, 0.0854], [-1.2309, -6.1366, 0.0905], [-1.4180, -4.5818, -0.4459], [1.5097, -4.8889, -4.6915], [-0.3240, -4.8967, -4.4041], [0.7913, -6.3653, -4.5737], [1.1724, 0.5334, -4.8356], [5.9738, 0.3203, -6.2439], [4.6202, 0.3941, -5.6066], [3.9734, -0.6305, -5.2997], [4.0595, 1.4926, -5.3679], [5.8772, 0.3616, -7.3288], [6.3595, -0.6852, -6.0758], [6.7001, 1.0376, -5.8617], [0.1645, -1.0714, -2.0756], [1.1619, -1.9389, -1.5321], [0.0393, -1.3958, -3.4913], [-1.1359, -1.1766, -1.4371], [0.6920, 0.2809, -2.1858], [-4.4410, -0.9678, 3.9779], [-4.1782, -0.6567, 2.7955], [-3.0821, -1.0766, 2.2366], [-5.1522, -0.0093, 1.8848], [-2.9404, -1.0526, 1.2369], [-2.4799, -1.5730, 2.8777], [-5.5763, -0.7955, 1.2602], [-4.8125, 0.8773, 1.3494], [-6.0878, 0.2158, 2.3968], [-6.0289, -2.6859, -4.1436], [-4.9237, -2.2281, -3.7375], [-4.2688, -2.8843, -2.8084], [-4.2523, -0.9799, -4.4001], [-4.4790, -3.8278, -2.5156], [-3.4217, -2.5305, -2.3873], [-3.8626, -0.3048, -3.6381], [-5.0635, -0.4675, -4.9174], [-3.4018, -1.2369, -5.0314], [4.1864, -1.9203, 3.6108], [4.0455, -1.8015, 2.4068], [2.8219, -1.8866, 1.9427], [5.1983, -1.7244, 1.3984], [2.0552, -1.9853, 2.5927], [2.6835, -1.9815, 0.9467], [6.1088, -1.6560, 1.9937], [4.9821, -0.9029, 0.7153], [5.2307, -2.6878, 0.8896], [4.1692, 3.1272, -0.9867], [4.4130, 2.8655, 0.7857], [5.6818, 3.2547, -1.8518], [3.2576, 4.5720, -1.3729], [3.5985, 2.2455, -1.2783]],
  "atomic_forces_ev_per_a": [[-0.6162, 0.3020, 0.4965], [-0.1571, -0.1256, -0.4051], [1.6710, 0.2217, 0.2708], [-0.6286, 0.4302, 0.0580], [0.1827, -1.2064, 0.7095], [0.6912, -1.1072, 0.3779], [-0.6835, 1.7559, -0.8470], [0.0352, -0.3351, -2.8905], [-1.0365, 1.2024, 2.2946], [0.2181, 0.8583, -0.0513], [-0.1317, 0.4491, 1.1759], [-0.6616, -0.0051, -2.8573], [0.7627, -1.6174, 1.5883], [0.3598, -1.2998, 0.4637], [0.2088, 0.1106, 0.0807], [-0.2128, 0.0424, -0.2995], [0.0351, -0.2085, -0.3375], [-0.3143, -0.6424, 0.0615], [-0.2676, -0.0830, 0.4596], [0.1817, -0.4141, 0.0254], [0.0268, -0.0108, 0.1314], [0.4276, -0.0921, -0.1876], [0.0834, 0.0079, -0.1085], [0.0225, 0.0457, 0.1714], [-0.1629, 0.6344, -0.2332], [0.3282, 0.6613, -0.2662], [-0.1820, -0.1437, -0.4800], [-0.0252, 0.3044, 0.4870], [0.0043, -0.0569, -0.0849], [-3.4220, -2.6288, -2.8683], [3.9265, 2.9558, 2.2118], [-0.5917, -0.7178, -0.6860], [-0.1717, 1.2953, -0.0370], [0.1880, -0.6722, 0.4701], [0.1689, -0.2155, 0.7567], [-0.1549, 0.0052, -0.0802], [0.5125, -0.4037, -0.0183], [0.3503, 0.5811, -0.3189], [-0.2283, 0.9216, 0.5687], [0.3738, -0.1567, -0.3749], [-0.9117, -0.2189, 0.4737], [1.7322, -2.1756, 2.5242], [0.7919, -0.9533, -0.0578], [-3.0236, -0.0186, 1.4065], [0.1087, -1.7914, -0.6378], [-0.0912, 2.1862, -0.5728], [-0.1553, 0.5108, 0.0454], [0.0209, 0.0607, 0.2274], [-0.3763, 0.1651, -0.1624], [-0.3106, 0.5490, -0.1641], [1.4776, -2.1808, 1.8999], [-0.6873, -1.0003, -5.5048], [-0.6120, 0.1036, 0.8004], [0.9010, 3.9364, 0.5359], [0.5113, 1.1121, -1.4457], [-2.8658, -0.6517, 2.8816], [2.7001, -0.4447, -0.9085], [-1.7646, 0.1407, 0.1532], [0.2781, -0.0841, 0.1824], [0.1691, -0.2274, -0.5425], [0.6404, 0.0308, -0.8117], [0.1073, -0.3395, -0.2205], [0.3867, 0.5319, 0.5786], [2.5605, 1.5499, 0.6663], [-3.2810, -0.4328, -3.1289], [2.3848, -0.7768, 2.2556], [-0.9057, -0.4885, 1.1836], [-0.7184, 0.2957, -0.3523], [0.0868, 0.3043, -0.3371], [0.0374, -0.0118, 0.1797], [0.3184, -0.1078, -0.2746], [-0.2997, -0.2486, -0.1367], [0.9252, 0.5869, 0.7416], [1.6403, -0.9587, 1.2158], [-2.0923, 0.2404, -2.2159], [-0.8745, -0.2467, 1.0752], [0.2774, -0.1640, -0.2478], [-0.5192, 0.1805, 0.0582], [-0.0259, 0.4424, -0.3450], [0.5326, -0.0930, -0.1242], [-0.0432, 0.1308, -0.3128], [0.1718, -0.5704, 0.2782], [-0.0643, 0.3868, -0.5007], [0.1634, -0.4265, 0.1762], [-0.6153, 0.2632, 0.3525], [0.2033, 0.2613, -0.3150]]
}

[3]
{
  "formula": "C24H41F3NdP2",
  "method": "ωB97M-V with the def2-TZVPD basis set",
  "s_squared": 3.757,
  "e_tot_ev": -67551.9814,
  "homo_lumo_gap_ha": [0.2857, 0.2877],
  "spin_multiplicity": 4,
  "charge": 1,
  "lumo_energy_ha": [-0.087, -0.087],
  "species": ["Nd", "C", "C", "C", "C", "C", "C", "H", "H", "H", "C", "H", "H", "H", "C", "H", "H", "H", "C", "H", "H", "H", "C", "H", "H", "H", "C", "C", "C", "C", "C", "C", "C", "C", "H", "H", "H", "H", "H", "H", "H", "H", "H", "H", "H", "H", "P", "C", "C", "P", "C", "C", "C", "H", "H", "H", "H", "H", "H", "H", "H", "H", "H", "H", "H", "H", "H", "F", "C", "F", "F"],
  "xyz": [[-1.0945, -2.1264, 0.0172], [-0.2917, 0.5571, 0.6681], [-1.7184, 0.4766, 0.5387], [-1.0782, -0.8042, 2.3562], [0.0934, -0.2225, 1.7907], [-2.2110, -0.3155, 1.6228], [0.6482, 1.4073, -0.1233], [1.4914, 0.8010, -0.5055], [1.0966, 2.1987, 0.5060], [0.1538, 1.8983, -0.9791], [1.4519, -0.2437, 2.3944], [2.0192, 0.6655, 2.1270], [2.0358, -1.1157, 2.0614], [1.3885, -0.2848, 3.4931], [-1.0968, -1.7180, 3.5298], [-0.5417, -1.2826, 4.3735], [-0.6338, -2.6953, 3.3091], [-2.1287, -1.9077, 3.8452], [-3.6416, -0.4870, 2.0117], [-3.7466, -0.4706, 3.1070], [-4.1022, -1.4242, 1.6628], [-4.2360, 0.3385, 1.6000], [-2.5960, 1.1841, -0.4351], [-3.2446, 1.9169, 0.0735], [-3.2684, 0.4921, -0.9672], [-2.0030, 1.7046, -1.1945], [1.5762, 0.8613, -4.1327], [0.8021, 1.4438, -5.0625], [-0.2479, 0.8547, -5.9723], [-0.3464, -0.6878, -6.0432], [-1.2127, -1.3060, -4.9271], [-1.1177, -0.6567, -3.5861], [0.1975, -0.7982, -2.8069], [1.4849, -0.5530, -3.6014], [-0.0116, 1.1881, -7.0025], [0.6658, -1.1075, -6.0785], [-1.2454, 1.2708, -5.7310], [1.5851, -1.3270, -4.3669], [2.4042, 1.4307, -3.6923], [1.0294, 2.4914, -5.2993], [2.3201, -0.7133, -2.8942], [0.1575, -0.0529, -1.9908], [-1.4945, 0.3724, -3.5305], [0.3251, -1.8008, -2.3176], [-0.8181, -0.9426, -7.0165], [-2.2502, -1.2651, -5.2880], [-0.9647, -3.1132, -4.5649], [0.6961, -3.6710, -4.9713], [-2.1634, -3.9199, -5.6658], [-2.3024, -1.7436, -2.2761], [-1.5619, -3.3556, -2.8993], [-3.8721, -1.4275, -3.1587], [-3.3340, -2.9774, -0.6978], [1.4248, -3.5827, -4.1418], [1.0812, -3.1468, -5.8647], [0.6292, -4.7378, -5.2560], [-1.6391, -4.7235, -6.2123], [-2.5472, -3.2128, -6.4067], [-3.0070, -4.3365, -5.0969], [-3.7363, -3.7665, -1.3392], [-4.1464, -2.3302, -0.3236], [-2.8395, -3.5222, 0.1722], [-0.7200, -3.7708, -2.2877], [-2.3338, -4.1375, -2.9153], [-4.5185, -0.8512, -2.4739], [-4.3675, -2.3804, -3.3933], [-3.8018, -0.8445, -4.0919], [2.1373, -3.0718, -0.5914], [0.9627, -3.6714, -0.1404], [0.8639, -4.8213, -0.9251], [1.3126, -4.1645, 1.1261]],
  "atomic_forces_ev_per_a": [[0.9060, 1.2980, 1.4410], [-0.6663, -0.5424, 0.1472], [0.2626, -0.4809, 0.7293], [-0.1535, 0.6403, -0.8350], [-0.7458, 0.0024, -0.4477], [1.0029, -0.0886, -0.0949], [0.4409, 0.1815, -0.2607], [-0.2482, 0.3610, 0.0726], [-0.2495, -0.2772, -0.2466], [0.2319, -0.1686, 0.3430], [0.6790, -0.2127, 0.1189], [-0.2310, -0.4133, 0.0988], [0.0125, 0.2502, 0.1810], [0.0598, -0.0084, -0.3546], [-0.1241, -0.2247, 0.3662], [-0.1750, -0.1993, -0.1473], [-0.0467, 0.2133, 0.1356], [0.2248, 0.0000, 0.0915], [-0.4603, -0.1214, 0.0703], [-0.0263, 0.0370, -0.3509], [0.0293, 0.1844, 0.1183], [0.0401, -0.2014, 0.1496], [-0.3999, 0.3193, -0.2757], [0.2567, -0.0921, -0.2272], [0.1054, 0.2527, 0.1678], [-0.1625, 0.0212, 0.1036], [-0.0691, 0.0060, -0.4622], [0.7119, 0.0631, 0.1605], [-0.2278, -0.3239, -0.1788], [-0.0656, -0.1439, -0.7825], [0.5980, -0.0593, -0.0819], [-0.9835, -1.1341, 2.3941], [0.1261, 0.4918, -0.0895], [0.3957, -0.0042, 0.6096], [-0.1449, -0.0005, 0.5228], [-0.2483, 0.1753, -0.0067], [0.3704, -0.0506, -0.1622], [0.1329, 0.2834, 0.0256], [-0.5486, 0.0687, -0.1785], [-0.1148, -0.3552, 0.1683], [-0.2357, 0.0244, -0.4080], [0.0039, -0.4537, -0.2783], [0.1258, -0.2195, -0.2824], [-0.1504, 0.3699, -0.3228], [0.3006, 0.0929, 0.4412], [0.1520, -0.0366, 0.1963], [-0.7057, 1.0962, -1.4496], [0.5198, -0.8312, -0.0393], [0.3661, -0.6642, -0.3767], [1.5667, 2.0644, -2.0803], [0.2957, -0.7181, 0.3039], [-0.8396, -0.3020, 0.2555], [-0.0976, -0.6754, 0.5443], [-0.5175, 0.0654, -0.3604], [-0.3034, -0.0734, 0.4712], [0.0552, 0.3777, 0.2737], [-0.4471, 0.1577, 0.2272], [0.1159, -0.0581, 0.1619], [0.3409, 0.0974, -0.2151], [-0.2147, 0.0881, 0.2962], [0.2966, -0.4295, 0.0183], [-1.2633, -0.0782, -0.4634], [-0.5790, 0.3821, -0.1329], [0.2801, 0.2074, -0.0667], [0.1117, -0.3660, -0.2449], [-0.1034, 0.3047, 0.1328], [0.3269, -0.2580, 0.5240], [-0.4347, -0.2089, 0.0647], [0.8575, -0.2149, 0.5325], [-0.0276, 0.2203, 0.0610], [-0.2910, 0.2922, -0.8167]]
}